# 1
{"formula": "C27H60F2N4NaO4S2", "method": "ωB97M-V/def2-TZVPD", "charge": 2, "max_force_ev_per_a": 6.11, "homo_ev": [-7.865, -13.901], "homo_lumo_gap_ev": [4.1, 10.2], "multiplicity": 2, "symbols": ["Na", "C", "C", "C", "N", "C", "C", "C", "C", "C", "C", "H", "H", "H", "H", "H", "H", "H", "H", "H", "H", "H", "H", "H", "H", "H", "H", "H", "H", "H", "H", "C", "C", "C", "N", "C", "C", "C", "C", "C", "C", "H", "H", "H", "H", "H", "H", "H", "H", "H", "H", "H", "H", "H", "H", "H", "H", "H", "H", "H", "H", "C", "C", "C", "N", "C", "C", "C", "C", "C", "C", "H", "H", "H", "H", "H", "H", "H", "H", "H", "H", "H", "H", "H", "H", "H", "H", "H", "H", "H", "H", "N", "S", "O", "O", "F", "S", "O", "O", "F"], "positions_angstrom": [[2.213, 1.264, -3.359], [7.237, 3.340, 3.555], [6.898, 1.893, 3.332], [6.158, 1.713, 2.024], [5.629, 0.241, 1.615], [6.622, -0.824, 2.031], [6.142, -2.222, 1.567], [5.992, -2.275, 0.032], [4.969, -1.247, -0.378], [5.236, 0.220, 0.142], [4.230, -0.040, 2.386], [6.364, 3.976, 3.704], [7.896, 3.795, 2.816], [7.735, 3.490, 4.514], [6.470, 1.438, 4.225], [7.781, 1.254, 3.301], [6.774, 1.919, 1.148], [5.310, 2.376, 1.850], [7.597, -0.570, 1.614], [6.609, -0.850, 3.121], [6.774, -3.024, 1.951], [5.247, -2.528, 2.109], [6.941, -2.070, -0.462], [5.717, -3.295, -0.238], [4.978, -1.073, -1.454], [4.006, -1.608, -0.017], [6.155, 0.385, -0.419], [4.495, 0.994, -0.056], [3.575, 0.831, 2.390], [4.451, -0.119, 3.450], [3.814, -1.025, 2.172], [-1.763, -0.763, 2.490], [-2.781, -1.691, 1.696], [-2.297, -3.159, 1.906], [-3.279, -4.233, 1.592], [-4.700, -3.917, 1.902], [-5.664, -5.133, 1.871], [-5.164, -6.325, 2.749], [-3.756, -6.705, 2.386], [-2.806, -5.488, 2.400], [-3.129, -4.578, 0.086], [-2.204, 0.193, 2.775], [-0.953, -0.523, 1.801], [-1.462, -1.329, 3.372], [-2.759, -1.389, 0.648], [-3.787, -1.503, 2.072], [-2.186, -3.195, 2.989], [-1.358, -3.421, 1.417], [-4.632, -3.708, 2.969], [-4.984, -3.116, 1.219], [-6.599, -4.799, 2.320], [-5.849, -5.395, 0.829], [-5.236, -6.016, 3.792], [-5.865, -7.150, 2.617], [-3.303, -7.393, 3.101], [-3.577, -7.178, 1.421], [-2.871, -5.236, 3.458], [-1.771, -5.798, 2.257], [-3.885, -5.339, -0.105], [-2.125, -4.917, -0.168], [-3.336, -3.640, -0.429], [-5.189, 1.018, -4.627], [-4.581, 2.368, -4.307], [-3.125, 2.308, -3.635], [-2.386, 3.657, -3.529], [-3.258, 4.729, -2.792], [-2.444, 5.995, -2.473], [-1.232, 5.605, -1.591], [-0.356, 4.648, -2.392], [-1.108, 3.380, -2.692], [-1.934, 4.108, -5.027], [-4.933, 0.735, -5.649], [-6.260, 1.011, -4.428], [-4.825, 0.254, -3.940], [-5.250, 2.726, -3.524], [-4.651, 3.086, -5.123], [-2.480, 1.587, -4.137], [-3.202, 2.021, -2.586], [-3.673, 4.308, -1.877], [-4.120, 4.918, -3.432], [-3.030, 6.695, -1.878], [-2.209, 6.528, -3.394], [-1.459, 5.197, -0.606], [-0.746, 6.552, -1.356], [0.560, 4.439, -1.838], [0.002, 5.204, -3.258], [-1.577, 2.998, -1.785], [-0.450, 2.688, -3.217], [-1.977, 5.194, -5.102], [-2.587, 3.638, -5.762], [-0.910, 3.741, -5.106], [0.950, 0.977, -1.420], [-0.361, -0.103, -1.163], [-1.654, 0.460, -0.838], [-0.086, -1.427, -0.592], [-0.506, -0.444, -2.681], [1.058, 1.232, 0.100], [1.763, 0.192, 0.858], [-0.011, 2.013, 0.745], [2.308, 2.246, -0.049]], "mulliken_charge": [0.489, -1.467, -0.324, -0.772, 0.343, -0.782, -0.814, -0.834, -0.355, -0.816, -1.210, 0.366, 0.348, 0.408, 0.416, 0.381, 0.453, 0.436, 0.458, 0.456, 0.430, 0.339, 0.315, 0.391, 0.434, 0.159, 0.422, 0.526, 0.417, 0.413, 0.448, -1.002, -0.316, -0.846, 0.411, -0.740, -0.884, -0.633, -0.754, -0.774, -1.032, 0.373, 0.040, 0.442, 0.294, 0.461, 0.330, 0.363, 0.409, 0.521, 0.395, 0.408, 0.320, 0.337, 0.439, 0.348, 0.421, 0.477, 0.521, 0.307, 0.360, -1.362, -0.353, -0.804, 0.252, -0.602, -0.648, -0.871, -0.724, -0.650, -0.728, 0.333, 0.373, 0.320, 0.290, 0.412, 0.397, 0.502, 0.409, 0.419, 0.399, 0.267, 0.341, 0.424, 0.461, 0.315, 0.437, 0.337, 0.277, 0.425, 0.267, -0.584, 1.102, -0.621, -0.576, -0.302, 1.179, -0.590, -0.619, -0.372]}

# 2
{"formula": "C4H12NO2", "method": "ωB97M-V/def2-TZVPD", "charge": 1, "max_force_ev_per_a": 4.47, "homo_ev": -13.811, "homo_lumo_gap_ev": 11.2, "symbols": ["C", "C", "C", "C", "N", "O", "O", "H", "H", "H", "H", "H", "H", "H", "H", "H", "H", "H", "H"], "positions_angstrom": [[0.773, -0.651, -2.514], [1.496, 0.185, 0.140], [-0.247, -0.236, -1.571], [-1.357, 0.758, 2.228], [0.196, -0.472, -0.161], [-1.151, 1.738, 3.036], [-2.268, -0.174, 2.499], [0.945, -1.762, -2.827], [0.419, -0.192, -3.393], [1.745, -0.268, -2.451], [2.320, -0.377, -0.254], [1.608, 1.197, -0.164], [1.616, 0.135, 1.238], [-1.281, -0.688, -1.652], [-0.368, 0.848, -1.821], [-0.458, -0.212, 0.622], [0.435, -1.446, -0.201], [-1.628, 1.649, 3.833], [-2.793, -0.032, 3.412]], "mulliken_charge": [-1.212, -0.999, -0.338, -0.079, 0.173, -0.226, -0.354, 0.313, 0.400, 0.410, 0.424, 0.385, 0.333, 0.359, 0.297, 0.199, 0.357, 0.276, 0.284]}